1.
# C8H28AlB3O4S2

C8H28AlB3O4S2 as an isolated structure in a non-equilibrium geometry (the ωB97M-V functional and the def2-TZVPD basis, the OMol25 dataset).

Calculated values
Net charge: 0
Orbital gap, eV: 8.051
Multiplicity: 1
LUMO level, eV: -0.18

Last column: Löwdin charge in e.
CARTESIAN COORDINATES (ANGSTROEM)
S -1.074941 -2.101933 -0.783473  0.9057
S 2.798359 0.999037 1.669577  0.8834
Al 1.051949 -0.172173 -0.708553  0.2074
O -0.559341 -3.457073 -0.614993  -0.2410
O 3.937699 0.752277 2.551017  -0.2907
O -0.263111 -0.942913 -0.381633  -0.3881
O 2.589579 0.198317 0.430187  -0.3197
C -3.668611 -2.148283 -1.290603  -0.2184
C -2.720481 -2.147533 -0.087783  -0.1739
C 2.636579 2.819097 1.312757  -0.1634
C -3.019101 -2.773863 -2.524313  -0.1430
C 0.523679 2.111217 2.467917  -0.2032
C -1.661271 -1.920833 -2.531473  -0.2298
C 1.575219 3.263127 2.376237  -0.1608
C 1.358769 0.920537 2.751687  -0.2981
B -0.039381 -0.476973 -2.608393  -0.4313
B 0.733769 2.029837 -0.750293  -0.2824
B 0.885049 -1.025263 1.392487  -0.3918
H 0.002089 1.932267 1.527697  0.0825
H 2.062459 3.405437 3.340827  0.1088
H 2.194009 2.903967 0.320267  0.0254
H 0.402509 1.464097 -1.607293  -0.0120
H -0.292211 2.256967 3.175857  0.1304
H 1.131289 4.233837 2.155387  0.1136
H 3.644239 3.234227 1.332707  0.1103
H 0.927899 -0.077883 2.826587  0.0398
H -0.768961 -2.091263 -3.133823  0.0893
H 0.294719 3.014957 -0.718163  0.0514
H -2.849621 -1.178823 0.394947  0.1134
H -2.738561 -3.826663 -2.492583  0.1110
H 1.801989 2.165127 -0.819833  0.0022
H 0.152669 -1.716993 1.005987  0.0049
H 0.595209 0.006347 1.265987  0.0134
H -0.736381 -0.035983 -1.912723  0.0347
H 1.102899 -1.307153 2.410977  0.0448
H -4.655221 -2.477463 -0.964523  0.1211
H -1.899151 -0.869613 -2.694133  0.0947
H -3.846531 -1.132533 -1.643733  0.1176
H -2.762941 -2.868383 0.728707  0.1229
H -3.673581 -2.529023 -3.360863  0.1158
H 0.331739 -1.405973 -2.204073  0.0233
H 1.797879 1.121217 3.728937  0.1226
H 1.794659 -1.176373 0.832127  0.0568
H 0.514849 1.508907 0.168917  -0.0127
H 0.857779 0.107187 -2.743003  0.0527
H -0.470151 -0.587023 -3.591533  0.0604

Forces on atoms 1 to 3 (eV/Å):
S -1.84 -3.29 -1.45
S 0.05 1.87 1.81
Al 5.04 5.73 -0.14


2.
# C8H28AsF6O6

C8H28AsF6O6 as an isolated structure in a non-equilibrium geometry (the ωB97M-V functional and the def2-TZVPD basis, the OMol25 dataset).

Calculated values
Net charge: -1
Orbital gap, eV: 9.877
Multiplicity: 1
LUMO level, eV: 2.76

Last column: Löwdin charge in e.
CARTESIAN COORDINATES (ANGSTROEM)
As -3.456011 -18.360143 12.485140  0.8026
F -3.354492 -19.580789 13.738880  -0.2499
F -3.678465 -17.124000 11.265714  -0.2438
F -4.728043 -17.628145 13.459130  -0.2618
F -2.179850 -19.123855 11.574194  -0.2370
F -4.672363 -19.336853 11.705225  -0.2441
F -2.256746 -17.391529 13.320838  -0.2484
O -4.148066 -12.782193 11.079047  -0.1340
O -5.729836 -21.720139 6.798836  -0.0602
O 0.761282 -17.896646 13.036861  -0.1205
O -0.645227 -19.766867 9.553348  -0.1348
O -6.314937 -21.400144 12.012999  -0.1382
O -6.416208 -15.938257 14.787890  -0.1413
C -4.960793 -13.949300 10.946432  -0.1618
C 0.419035 -19.214356 13.457556  -0.1651
C -6.786020 -21.252685 7.637727  -0.4847
C -8.157593 -21.773172 7.211384  -0.0711
C -7.537596 -21.129386 12.612935  -0.1947
C -6.373855 -21.571642 9.068345  -0.0464
C 0.205561 -20.878771 9.747653  -0.1834
C -7.343561 -15.137181 14.055795  -0.1597
H -1.068509 -19.517458 10.394910  0.0245
H -8.379382 -21.652506 12.157413  0.0697
H -5.988929 -13.605175 10.900773  0.0743
H -8.976360 -21.132036 7.541858  0.0734
H -5.888579 -16.463269 14.166208  0.0249
H -7.702025 -20.046672 12.687039  0.0803
H -0.041723 -21.332507 10.717570  0.0682
H -0.604232 -19.133107 13.822727  0.0562
H -7.601221 -21.403712 13.679470  0.0682
H -4.613406 -14.433289 10.025510  0.0759
H -8.383361 -22.776239 7.591542  0.0754
H -8.294994 -21.917205 6.134058  0.0663
H -7.995940 -14.620295 14.755928  0.0687
H -5.655153 -20.692253 12.096578  0.0405
H -5.996219 -21.644224 5.878180  0.0745
H -0.093950 -17.473368 12.900994  0.0437
H 1.181668 -20.479536 10.078188  0.0677
H -5.979657 -22.581428 9.173237  0.0906
H 1.040980 -19.559009 14.290812  0.0708
H -7.186138 -21.492013 9.785852  0.0620
H -5.611775 -20.850193 9.355924  0.0782
H -3.254289 -13.049380 11.309506  0.0707
H -7.916021 -15.794922 13.400979  0.0750
H 0.349794 -21.568066 8.925044  0.0688
H -6.821813 -20.170245 7.456068  0.1286
H -6.780252 -14.379106 13.507068  0.0603
H -4.823135 -14.762830 11.663827  0.0611
H 0.540189 -20.015712 12.722131  0.0594

Forces on atoms 1 to 3 (eV/Å):
As -0.49 0.26 1.02
F 0.34 0.30 -0.60
F 0.28 -0.54 0.51


Across the entries above, DFT total energy takes the values -1735.24109; -3608.13514 hartree, respectively.
Across the entries above, relative energy (zero: lowest compared OMol25 entry of this formula, charge and spin) takes the values 137.6; 12.9 kcal per mole, respectively.
Across the entries above, HOMO level takes the values -8.23; -7.12 eV, respectively.